(1)
C60H90O45 | the ωB97M-V functional and the def2-TZVPD basis

Element x y z (Å)
C  6.264  0.793  1.273
C  7.012  1.305  2.487
C  8.372  0.624  2.718
O  9.280  1.701  2.855
C  8.661  2.883  2.617
O  9.186  3.936  2.705
O  7.373  2.672  2.263
H  5.251  1.189  1.209
H  6.275  -0.295  1.203
H  6.762  1.138  0.358
H  6.318  1.254  3.325
H  8.596  -0.052  1.891
H  8.368  0.018  3.623
C  -6.793  4.232  1.690
C  -5.294  4.125  1.739
C  -4.705  3.882  3.136
O  -3.744  2.837  2.913
C  -3.903  2.310  1.691
O  -3.285  1.379  1.281
O  -4.897  2.926  1.038
H  -7.076  4.408  0.649
H  -7.139  5.121  2.218
H  -7.275  3.322  2.036
H  -4.815  4.998  1.294
H  -5.414  3.496  3.871
H  -4.232  4.766  3.557
C  0.463  -2.448  -0.940
C  0.478  -0.956  -0.727
C  -0.611  -0.441  0.226
O  0.066  0.498  1.061
C  1.393  0.433  0.832
O  2.199  1.097  1.406
O  1.689  -0.532  -0.049
H  -0.336  -2.631  -1.654
H  0.206  -2.994  -0.029
H  1.428  -2.831  -1.268
H  0.425  -0.438  -1.687
H  -1.111  -1.211  0.809
H  -1.375  0.055  -0.379
C  -5.099  -1.070  1.114
C  -5.962  -2.281  1.276
C  -5.554  -3.215  2.427
O  -6.635  -3.076  3.378
C  -7.609  -2.288  2.866
O  -8.577  -1.959  3.452
O  -7.323  -1.944  1.592
H  -4.033  -1.264  1.066
H  -5.258  -0.416  1.978
H  -5.419  -0.532  0.223
H  -6.019  -2.802  0.321
H  -4.642  -2.906  2.926
H  -5.567  -4.251  2.091
C  4.475  3.898  0.630
C  4.794  4.868  1.740
C  5.171  6.299  1.343
O  4.296  7.104  2.134
C  3.316  6.354  2.666
O  2.351  6.777  3.194
O  3.620  5.032  2.559
H  5.321  3.444  0.115
H  3.851  4.371  -0.134
H  3.899  3.068  1.051
H  5.542  4.437  2.411
H  4.938  6.492  0.295
H  6.202  6.545  1.572
C  1.313  2.891  -1.818
C  -0.183  2.722  -1.707
C  -1.089  3.920  -2.072
O  -1.952  3.397  -3.077
C  -1.624  2.132  -3.378
O  -2.210  1.444  -4.151
O  -0.600  1.700  -2.619
H  1.818  1.924  -1.769
H  1.704  3.480  -0.990
H  1.550  3.268  -2.815
H  -0.431  2.427  -0.683
H  -0.531  4.786  -2.426
H  -1.658  4.209  -1.191
C  5.539  -1.581  -1.873
C  4.429  -0.569  -1.830
C  4.827  0.837  -2.333
O  3.783  1.159  -3.255
C  3.028  0.074  -3.516
O  2.177  0.044  -4.338
O  3.411  -0.970  -2.761
H  6.016  -1.561  -2.856
H  5.132  -2.589  -1.781
H  6.286  -1.436  -1.095
H  3.975  -0.510  -0.841
H  5.767  0.849  -2.885
H  4.859  1.548  -1.511
C  0.552  4.055  1.725
C  -0.785  4.502  2.256
C  -0.805  5.539  3.422
O  -1.218  6.747  2.781
C  -1.641  6.533  1.530
O  -2.089  7.364  0.806
O  -1.442  5.245  1.184
H  1.102  3.575  2.546
H  1.196  4.863  1.388
H  0.445  3.246  1.005
H  -1.456  3.677  2.484
H  0.170  5.677  3.881
H  -1.498  5.234  4.204
C  -1.071  -6.324  1.190
C  0.212  -6.913  0.664
C  0.754  -6.203  -0.581
O  2.113  -5.913  -0.244
C  2.365  -6.259  1.028
O  3.407  -6.146  1.580
O  1.258  -6.779  1.625
H  -0.927  -5.270  1.451
H  -1.425  -6.773  2.122
H  -1.898  -6.432  0.486
H  0.033  -7.963  0.410
H  0.230  -5.284  -0.844
H  0.724  -6.852  -1.455
C  -2.115  -0.384  3.969
C  -1.313  0.406  4.977
C  -0.586  1.639  4.417
O  -1.278  2.765  4.956
C  -2.207  2.349  5.846
O  -2.895  3.068  6.489
O  -2.260  1.005  5.887
H  -1.400  -0.847  3.281
H  -2.764  0.258  3.378
H  -2.720  -1.134  4.474
H  -0.633  -0.253  5.516
H  -0.731  1.720  3.337
H  0.477  1.654  4.638
C  3.576  2.068  4.240
C  3.367  2.818  5.528
C  4.329  3.994  5.793
O  3.456  5.073  6.085
C  2.158  4.724  5.890
O  1.234  5.416  6.136
O  2.094  3.459  5.410
H  2.793  1.323  4.100
H  4.473  1.437  4.258
H  3.649  2.746  3.395
H  3.326  2.127  6.375
H  4.914  4.123  4.879
H  4.983  3.817  6.641
C  -1.229  -2.328  -4.640
C  -1.544  -1.920  -6.050
C  -1.129  -0.490  -6.429
O  -0.585  -0.641  -7.747
C  -0.306  -1.937  -7.971
O  0.250  -2.364  -8.928
O  -0.763  -2.713  -6.960
H  -0.206  -2.067  -4.346
H  -1.330  -3.399  -4.464
H  -1.857  -1.792  -3.921
H  -2.613  -2.064  -6.239
H  -0.392  -0.099  -5.728
H  -1.962  0.205  -6.479
C  -5.291  1.728  -2.143
C  -4.968  0.466  -2.898
C  -4.007  -0.499  -2.233
O  -4.562  -1.779  -2.544
C  -5.889  -1.634  -2.817
O  -6.645  -2.542  -2.905
O  -6.195  -0.342  -2.939
H  -4.429  2.394  -2.256
H  -5.439  1.551  -1.075
H  -6.184  2.243  -2.487
H  -4.650  0.679  -3.918
H  -3.907  -0.355  -1.160
H  -3.052  -0.427  -2.754
C  -2.504  -5.952  -3.260
C  -3.218  -4.785  -2.639
C  -4.485  -5.055  -1.808
O  -4.315  -4.287  -0.629
C  -3.057  -3.801  -0.551
O  -2.677  -3.069  0.309
O  -2.351  -4.163  -1.627
H  -1.473  -5.693  -3.503
H  -3.026  -6.189  -4.191
H  -2.484  -6.842  -2.630
H  -3.364  -3.938  -3.311
H  -4.630  -6.111  -1.578
H  -5.345  -4.696  -2.372
C  1.191  -7.346  -5.379
C  2.463  -6.756  -4.835
C  3.078  -5.686  -5.734
O  3.516  -4.685  -4.813
C  2.870  -4.831  -3.649
O  2.836  -4.046  -2.759
O  2.171  -5.992  -3.643
H  0.475  -6.561  -5.638
H  0.683  -7.978  -4.648
H  1.401  -7.918  -6.283
H  3.166  -7.541  -4.549
H  2.332  -5.288  -6.416
H  3.923  -6.035  -6.322

Its molecular weight is 1531.3 g mol⁻¹. As for the energy above the lowest of the compared OMol25 structures with the same formula, charge and spin: 0.0 kJ/mol. The electronic energy comes out at -155823.853 eV. As for the total charge: 0. As for the orbital gap: 10.678 eV.

=====

(2)
C4H16NO2S | the ωB97M-V functional and the def2-TZVPD basis

Element x y z (Å)
C  0.036  0.820  0.989
C  0.123  0.805  -0.558
C  -0.703  -0.124  -1.460
S  0.125  -1.515  -2.353
C  1.134  -2.530  -1.194
N  -1.319  0.736  1.561
H  0.658  0.003  1.358
H  0.575  1.727  1.251
H  1.153  0.582  -0.836
H  -0.206  1.811  -0.828
H  -1.105  0.475  -2.278
H  -1.614  -0.559  -1.038
H  1.926  -2.824  -1.870
H  0.479  -3.354  -0.913
H  1.472  -2.086  -0.258
H  -1.693  -0.222  1.675
H  -1.305  1.336  2.376
H  -2.090  1.146  1.024
H  1.795  3.814  1.089
H  2.248  3.461  -0.270
O  1.895  3.061  0.511
H  -1.921  -2.431  0.565
H  -0.477  -2.085  0.406
O  -1.186  -2.045  1.051

Its molecular weight is 142.2 g mol⁻¹. As for the energy above the lowest of the compared OMol25 structures with the same formula, charge and spin: 138.7 kJ/mol. The electronic energy comes out at -20820.806 eV. As for the total charge: +1. As for the orbital gap: 8.499 eV.